{
  "formula": "CrCuH20HfO26S4",
  "method": "wB97M-V/def2-TZVPD",
  "elements": ["H", "H", "O", "S", "H", "O", "H", "O", "H", "O", "H", "O", "H", "H", "O", "H", "O", "O", "O", "O", "O", "O", "H", "Cu", "H", "O", "O", "H", "H", "O", "H", "O", "S", "O", "O", "O", "H", "O", "O", "Cr", "H", "O", "Hf", "H", "O", "H", "O", "S", "O", "S", "H", "O", "H"],
  "xyz": [[1.05725, -0.43171, -2.53821], [-1.37003, 3.96036, -0.49091], [-1.80447, 0.80119, 3.17359], [-1.36534, -2.85873, 1.83293], [1.07582, 4.18664, 1.16264], [1.14205, -4.56172, -0.25339], [2.83370, 3.02708, -1.98726], [0.51062, 0.07387, 3.32566], [0.03206, 3.23627, -3.61719], [1.72302, -0.23062, -3.23713], [-1.24149, -0.74442, -2.52784], [3.07477, 2.51884, -1.20246], [-3.05442, -0.53282, -1.03941], [-1.69414, -0.99338, -3.98054], [-0.18112, -1.85869, 1.76478], [2.25059, 2.06141, -0.96721], [0.69207, 4.24888, 0.28228], [2.06084, -2.64086, 0.91069], [-1.56797, -3.36177, 0.45955], [-1.09553, -3.89909, 2.78242], [-0.84582, 0.20514, 5.32999], [0.76949, 2.64885, -3.42225], [1.45856, -2.20024, -3.13956], [0.01893, -3.06096, -1.18844], [-4.45633, 2.17775, 1.05402], [-0.03370, -0.66703, -1.26891], [2.98289, 0.95104, 2.16316], [1.40717, 0.57748, -3.67020], [3.86177, 1.13530, 2.52480], [0.36384, 1.65905, -0.91886], [2.61344, 1.80809, 1.89874], [1.50412, -4.58788, 2.14172], [-0.61410, 0.86824, 4.08637], [1.59258, -3.15768, -3.05485], [-0.14249, 2.23706, 4.20143], [3.42001, -4.72692, 0.73455], [2.54957, -3.23802, -3.12558], [-3.47284, -0.92930, -0.25805], [-1.90519, 3.18641, -0.72421], [-2.80578, -0.13821, 1.67635], [-3.91966, -1.72109, -0.57457], [-2.02351, -0.71663, -3.11956], [1.85786, -1.16428, 2.32306], [0.41853, 3.34055, 0.05630], [-2.52822, -2.04337, 2.36042], [0.56785, 2.27624, -2.53571], [-3.59312, 1.76124, 1.00394], [0.05857, 0.37963, -0.22453], [-1.19731, 0.46062, 0.48633], [2.06270, -4.23246, 0.84834], [-2.97843, 2.42991, 0.60230], [1.17945, 0.03744, 0.69952], [-1.24910, 2.44327, -0.81903]],
  "forces_ev_per_angstrom": [[0.5, 0.6, -0.3], [-0.1, -0.2, 0.0], [0.4, 0.0, 0.3], [0.8, -1.1, 1.0], [-0.2, 0.0, 0.0], [0.8, 0.5, -0.2], [0.0, -0.1, 0.1], [2.5, -1.3, 0.0], [0.0, -0.1, 0.0], [-0.4, -0.3, 0.0], [-0.3, 0.1, -0.2], [0.0, -0.1, 0.2], [0.0, -0.1, 0.1], [-0.1, 0.0, 0.0], [0.7, 0.0, 0.8], [0.3, 0.1, -0.2], [-0.2, -0.2, -0.1], [2.1, 2.4, 1.1], [-0.2, 1.0, 0.0], [-0.2, 0.3, -0.1], [0.1, -0.4, 0.3], [0.0, -0.1, 0.3], [0.2, 0.0, -0.4], [0.1, -0.2, 0.9], [0.0, -0.1, 0.1], [0.3, -0.5, 0.4], [1.2, -0.7, 0.7], [0.1, -0.1, 0.1], [-0.1, 0.1, -0.1], [0.1, -0.4, 1.1], [-0.4, -0.4, -0.1], [0.1, 0.4, 0.2], [-0.8, 0.8, -0.4], [-0.5, 0.4, 0.0], [0.1, -0.5, -0.4], [-0.1, 0.9, -1.0], [0.0, -0.2, 0.3], [-0.2, 0.4, -0.1], [0.3, -0.5, 0.1], [0.1, -0.8, 0.7], [0.2, -0.2, 0.3], [0.2, -0.1, 0.2], [-7.7, 0.3, -4.1], [0.5, 0.2, 0.1], [0.0, 0.8, -1.2], [0.0, 0.2, -0.5], [0.3, 0.4, -0.1], [-0.7, -1.2, -1.1], [0.7, 0.9, -0.5], [-0.7, -2.1, 1.7], [-0.1, -0.5, 0.0], [1.3, 0.3, 0.2], [-0.7, 1.0, 0.0]],
  "lumo_ha": [-0.0173, -0.0174],
  "homo_ev": [-6.0, -6.0],
  "charge": -1,
  "spin_multiplicity": 5,
  "orbital_gap_ev": [5.495, 5.497]
}

{
  "formula": "C18H20BrCl3GeO3RuSe",
  "method": "wB97M-V/def2-TZVPD",
  "elements": ["H", "C", "H", "H", "C", "H", "O", "C", "Ru", "C", "H", "C", "H", "C", "Se", "C", "Cl", "H", "H", "H", "H", "H", "Cl", "Ge", "H", "Br", "H", "C", "H", "H", "O", "Cl", "C", "H", "C", "O", "C", "H", "C", "C", "C", "H", "H", "C", "C", "C", "H", "C"],
  "xyz": [[1.69734, -1.93603, 3.62777], [-1.76543, -0.25498, -2.50183], [0.97745, -2.31278, -0.21795], [-1.30778, -0.96879, 3.32346], [-0.55163, 6.06387, 0.97484], [2.80244, -1.05718, 1.76610], [2.67469, 0.15626, -4.26393], [0.54873, -1.71429, -3.15723], [0.72454, 1.34775, -1.19191], [-1.80670, 4.44639, -0.29069], [-2.61334, 6.29244, 0.42205], [-1.61237, -1.95844, 2.98047], [1.43654, -2.27371, -3.42369], [0.59724, 5.27418, 0.92335], [0.76670, -0.04992, 0.79395], [1.85814, 0.40022, -3.45082], [-3.25481, 3.93241, -1.04175], [-0.72357, -1.77243, -0.09967], [-1.48965, -4.56418, 0.75351], [-0.88391, -5.31852, 2.22982], [0.20614, -5.08594, 0.86289], [-0.66223, -3.44195, -2.81622], [-0.48735, 7.56695, 1.78163], [-0.14645, -2.91150, 2.13644], [-2.45725, -1.85534, 2.29878], [-3.29071, -2.55754, -1.88154], [3.12235, -0.62288, 0.05822], [-1.76167, -1.63129, -2.44564], [1.52326, 5.60869, 1.36889], [3.12084, 0.64514, 1.33440], [-0.73894, 2.41879, -0.95600], [1.88703, 3.02324, 0.06933], [-0.62511, -4.64498, 1.41250], [1.31982, -3.58922, 4.06720], [0.57672, -0.32038, -3.17874], [2.05410, 1.37325, -2.47275], [-0.62076, -2.36000, -2.81622], [2.32997, -3.29724, 2.66041], [-0.59087, 0.41942, -2.88795], [1.47096, -2.92200, 3.21788], [2.69100, -0.29376, 0.99951], [-0.67879, 1.44303, -3.24376], [-2.66896, 0.30481, -2.29998], [0.49088, 4.07531, 0.26515], [-1.73983, 5.65740, 0.37378], [-0.67564, 3.62601, -0.33797], [-1.95393, -2.51700, 3.85220], [0.23081, -1.84329, 0.42173]],
  "forces_ev_per_angstrom": [[0.0, 0.0, 0.0], [0.0, 0.0, 0.0], [0.0, 0.0, 0.0], [0.0, 0.0, 0.0], [0.0, 0.0, 0.0], [0.0, 0.0, 0.0], [0.0, 0.0, 0.0], [0.1, 0.0, 0.0], [-0.1, 0.0, 0.0], [0.0, 0.0, 0.0], [0.0, 0.0, 0.0], [0.0, 0.0, 0.0], [0.0, 0.0, 0.0], [0.0, 0.0, 0.0], [0.0, -0.1, 0.0], [0.0, 0.0, 0.0], [0.0, 0.0, 0.0], [0.0, 0.0, 0.0], [0.0, 0.0, 0.0], [0.0, 0.0, 0.0], [0.0, 0.0, 0.0], [0.0, 0.0, 0.0], [0.0, 0.0, 0.0], [0.0, 0.0, 0.0], [0.0, 0.0, 0.0], [0.0, 0.0, 0.0], [0.0, 0.0, 0.0], [0.0, 0.0, 0.0], [0.0, 0.0, 0.0], [0.0, 0.0, 0.0], [0.1, 0.0, 0.0], [0.0, 0.0, 0.0], [0.0, 0.0, 0.0], [0.0, 0.0, 0.0], [-0.1, 0.0, 0.0], [0.1, 0.0, 0.0], [0.0, 0.0, 0.0], [0.0, 0.0, 0.0], [0.0, 0.0, 0.0], [0.0, 0.0, 0.0], [0.0, 0.0, 0.0], [0.0, 0.0, 0.0], [0.0, 0.0, 0.0], [0.0, 0.0, 0.0], [0.0, 0.0, 0.0], [0.0, 0.0, 0.0], [0.0, 0.0, 0.0], [0.0, 0.0, 0.0]],
  "lumo_ha": [-0.3402, -0.3402],
  "homo_ev": [-14.9, -14.9],
  "charge": 2,
  "orbital_gap_ev": [5.626, 5.627]
}

{
  "formula": "C22H45N5O10P2S5W",
  "method": "wB97M-V/def2-TZVPD",
  "elements": ["C", "H", "H", "C", "N", "H", "C", "S", "O", "C", "H", "C", "H", "H", "H", "H", "S", "H", "O", "O", "C", "P", "C", "H", "C", "H", "C", "N", "H", "C", "H", "H", "H", "P", "W", "H", "H", "N", "H", "O", "H", "O", "H", "O", "C", "H", "S", "O", "H", "H", "C", "H", "C", "C", "H", "O", "H", "N", "S", "H", "H", "S", "H", "H", "C", "C", "H", "H", "O", "C", "C", "H", "H", "C", "H", "H", "H", "H", "H", "H", "N", "H", "H", "C", "C", "H", "O", "H", "C", "H"],
  "xyz": [[-0.65976, 3.10809, 2.84655], [4.55908, 2.80451, 1.48845], [3.77978, 1.42055, 3.41888], [-5.34968, -0.88984, 0.00737], [1.34868, 2.36243, -2.64728], [3.07480, 1.37201, -1.94661], [1.63807, 3.97944, 3.09801], [-3.05782, 0.17432, 0.86519], [0.63543, 0.39610, -1.17320], [0.90443, -2.47424, 4.34874], [-7.24655, -1.59543, -0.69102], [0.15684, -3.88046, -1.80666], [-0.50166, -2.62461, -4.21295], [-0.12886, 3.65884, -3.42412], [-1.24902, 2.30496, 2.40884], [-1.53801, 0.90905, -2.78869], [-2.28662, -3.20859, 1.45366], [1.49270, 4.02023, 4.17694], [1.13006, 2.61321, -0.06116], [-2.64276, 0.13932, 2.24477], [0.21911, -1.52047, 3.42967], [1.26564, 1.92659, 1.39615], [-4.10783, -1.21980, 0.52664], [4.54051, 1.50147, 0.29096], [3.19771, -1.48737, -2.17925], [2.58956, -0.63912, -1.88072], [3.92485, 2.24867, 0.79508], [2.84049, 1.59274, 1.52732], [-0.61446, -4.64908, -1.84699], [-1.95542, 1.83658, -2.39932], [1.11205, 3.14747, -4.57406], [-2.15422, 2.51353, -3.23280], [3.37205, 2.92206, -2.73990], [0.47873, 1.90863, -1.36412], [-0.04501, -0.97820, 0.27226], [1.49863, 4.35650, -3.33548], [-2.88496, 1.60875, -1.88151], [-0.58012, -0.60451, 3.92072], [-1.09966, -1.02896, -3.85105], [0.46968, -1.64240, 2.19241], [3.52906, 2.94115, 0.05822], [-2.14966, -2.71875, 2.79126], [0.37712, -4.41697, 0.27947], [-3.73446, 1.34984, 0.40717], [2.76591, 2.01452, -2.76791], [-0.78818, 4.09782, -0.14079], [2.49763, -2.17658, -3.70219], [-1.82619, -0.02545, -0.02496], [-1.25892, -0.15296, 3.30592], [-0.81493, -0.66569, 4.89918], [0.99744, -4.10404, -0.55702], [-6.67632, -3.98278, -0.32807], [-1.54579, 3.65041, -0.77764], [-6.27963, -1.87732, -0.29760], [4.19568, -1.11866, -2.42198], [-2.25977, -4.61743, 1.22279], [0.77234, -3.94405, -2.69892], [-1.02259, 2.45498, -1.44921], [1.92701, -2.69464, 0.10331], [0.34965, -3.41382, 4.29587], [-5.59171, 0.15075, -0.14996], [-0.71176, -2.27260, -1.92237], [-0.79307, 3.08558, 3.92818], [-1.84895, 4.38667, -1.52451], [3.26838, 0.79705, 2.68267], [-4.71725, -3.54800, 0.41759], [0.90788, -2.12596, 5.37904], [1.39763, 4.95563, 2.67383], [0.35381, 0.72798, 1.39635], [0.92944, 3.44873, -3.54269], [-5.96325, -3.20412, -0.09479], [2.68322, 3.75376, 2.89822], [1.19512, -0.18587, -3.45065], [1.04220, -1.13118, -3.96308], [1.92064, -2.65913, 4.00811], [3.61685, -3.46259, -1.35856], [-1.01881, 4.06839, 2.47228], [2.40591, 0.33051, 3.15736], [4.12947, -2.12737, -0.35469], [-2.41173, 3.36630, -0.17942], [0.76881, 2.93975, 2.53982], [1.72097, -4.89828, -0.74638], [3.94946, 0.01108, 2.35393], [3.33466, -2.46363, -1.02313], [-3.78725, -2.57327, 0.73781], [1.01503, -0.91586, -5.03306], [-1.16538, -2.61344, 0.56892], [2.95469, 1.49902, -3.71104], [-0.30442, -1.73719, -3.60812], [-4.46242, -4.58525, 0.57971]],
  "forces_ev_per_angstrom": [[0.0, 0.0, 0.0], [0.0, 0.0, 0.0], [0.0, 0.0, 0.0], [0.0, 0.0, 0.0], [0.0, 0.1, 0.0], [0.0, 0.0, 0.0], [0.0, 0.0, 0.0], [0.1, 0.0, 0.0], [-0.1, 0.1, 0.0], [0.0, 0.0, 0.0], [0.0, 0.0, 0.0], [0.0, 0.0, 0.0], [0.0, 0.0, 0.0], [0.0, 0.0, 0.0], [0.0, 0.0, 0.0], [0.0, 0.0, 0.0], [0.0, -0.1, 0.1], [0.0, 0.0, 0.0], [0.0, -0.1, -0.1], [-0.1, 0.1, 0.0], [0.1, 0.0, 0.0], [-0.1, 0.2, 0.1], [0.0, 0.0, 0.0], [0.0, 0.0, 0.0], [0.0, 0.0, 0.0], [0.0, 0.0, 0.0], [0.0, 0.0, 0.0], [0.0, 0.0, -0.1], [0.0, 0.0, 0.0], [0.0, 0.0, 0.0], [0.0, 0.0, 0.0], [0.0, 0.0, 0.0], [0.0, 0.0, 0.0], [0.1, 0.0, 0.1], [0.0, -0.1, 0.1], [0.0, 0.0, 0.0], [0.0, 0.0, 0.0], [0.0, -0.1, 0.0], [0.0, 0.0, 0.0], [-0.1, 0.1, 0.0], [0.0, 0.0, 0.0], [0.0, 0.0, 0.0], [0.0, 0.0, 0.0], [0.0, 0.0, 0.0], [0.0, 0.0, 0.0], [0.0, 0.0, 0.0], [0.0, 0.0, 0.0], [0.0, -0.1, 0.0], [0.0, 0.0, 0.0], [0.0, 0.0, 0.0], [0.0, 0.0, 0.0], [0.0, 0.0, 0.0], [0.0, 0.0, 0.0], [0.0, 0.0, 0.0], [0.0, 0.0, 0.0], [0.0, 0.0, 0.0], [0.0, 0.0, 0.0], [-0.1, 0.0, 0.0], [-0.1, 0.1, -0.1], [0.0, 0.0, 0.0], [0.0, 0.0, 0.0], [0.0, 0.0, 0.0], [0.0, 0.0, 0.0], [0.0, 0.0, 0.0], [0.0, 0.0, 0.0], [0.0, 0.0, 0.0], [0.0, 0.0, 0.0], [0.0, 0.0, 0.0], [0.1, -0.1, 0.1], [0.0, 0.0, 0.0], [0.0, 0.0, 0.0], [0.0, 0.0, 0.0], [0.0, 0.0, 0.0], [0.0, 0.0, 0.0], [0.0, 0.0, 0.0], [0.0, 0.0, 0.0], [0.0, 0.0, 0.0], [0.0, 0.0, 0.0], [0.0, 0.0, 0.0], [0.0, 0.0, 0.0], [-0.1, 0.0, 0.0], [0.0, 0.0, 0.0], [0.0, 0.0, 0.0], [0.0, 0.0, 0.0], [0.0, 0.0, 0.0], [0.0, 0.0, 0.0], [0.0, 0.0, 0.0], [0.0, 0.0, 0.0], [0.0, 0.0, 0.0], [0.0, 0.0, 0.0]],
  "lumo_ha": [-0.1807, -0.2098],
  "homo_ev": [-13.7, -13.9],
  "charge": 2,
  "spin_multiplicity": 3,
  "orbital_gap_ev": [8.779, 8.184]
}

{
  "formula": "C6H13NO",
  "method": "wB97M-V/def2-TZVPD",
  "elements": ["C", "N", "H", "C", "H", "H", "C", "H", "H", "H", "C", "H", "C", "H", "H", "H", "O", "C", "H", "H", "H"],
  "xyz": [[0.97273, -0.47653, -0.66849], [-2.16744, 0.18914, -0.63658], [-2.84541, -0.22170, -0.00312], [0.21599, 0.84818, -0.88888], [-0.00943, -2.65830, -0.02090], [-0.23135, 1.56778, 1.74770], [2.39946, -0.35575, -0.16351], [-1.65285, 2.22750, 0.91670], [-1.81626, 0.82140, 1.97438], [0.75564, 1.72249, -0.53147], [-1.16651, 1.31532, 1.25368], [2.83571, -1.33734, 0.01190], [-0.11037, -0.88888, 0.40246], [-2.02736, -0.48222, -1.38426], [3.01545, 0.16517, -0.89418], [-0.11532, 1.02942, -1.90843], [-0.80027, -2.06698, 0.10173], [-0.92002, 0.40501, 0.05994], [0.29861, -0.89999, 1.42229], [2.42812, 0.21169, 0.76474], [0.94089, -1.11542, -1.55570]],
  "forces_ev_per_angstrom": [[-0.1, 0.0, 0.6], [-0.1, 0.0, -0.1], [0.0, 0.0, -0.1], [-0.2, 0.0, 0.0], [-1.6, 0.1, 0.0], [0.1, 0.0, 0.1], [-0.2, 0.0, -0.2], [0.0, 0.1, 0.0], [-0.1, 0.0, 0.1], [0.1, 0.1, 0.0], [0.0, -0.2, -0.3], [0.1, -0.1, 0.1], [0.6, 1.1, -0.7], [-0.1, 0.0, 0.0], [0.1, 0.0, 0.0], [0.0, 0.1, -0.1], [1.6, -1.3, -0.1], [0.1, 0.1, 0.4], [-0.1, 0.0, 0.0], [0.0, 0.1, 0.1], [-0.1, -0.1, 0.1]],
  "lumo_ha": 0.0317,
  "smiles": "C[C@@H]1C[C@@](C)(N)[C@H]1O",
  "homo_ev": -9.1,
  "orbital_gap_ev": 9.927
}

Max |F|, record by record: 8.769, 0.120, 0.238, 2.058 eV Å⁻¹